# C35H70B2N7O9S4

A cluster of 5 separate species, C35H70B2N7O9S4 in total at a distorted geometry (ωB97M-V/def2-TZVPD, OMol25).

Output
E_tot: -110980.5143 eV
charge: +1
frontier orbital gap: 6.015 eV
HOMO level: -10.237 eV

Positions of all 127 atoms, in Å:
1 C 10.470 -0.832 1.120
2 C 9.206 -0.142 0.526
3 C 8.343 -1.097 -0.375
4 C 7.887 -0.291 -1.643
5 C 6.874 0.834 -1.241
6 C 5.389 0.381 -1.520
7 C 4.764 1.333 -2.589
8 C 3.292 0.929 -2.894
9 C 2.312 1.324 -1.743
10 C 0.844 1.481 -2.243
11 C 0.217 2.727 -1.523
12 C -1.341 2.781 -1.605
13 C -2.110 2.428 -0.295
14 C -2.335 3.522 0.763
15 B -1.008 4.301 1.225
16 O -0.499 4.108 2.493
17 O -0.302 5.161 0.396
18 S -1.183 0.954 0.399
19 C -1.953 -0.194 -0.735
20 S -1.301 -1.775 -1.187
21 N -3.055 0.378 -1.099
22 C -3.499 1.733 -0.673
23 C -4.594 1.600 0.410
24 C -4.338 0.546 1.546
25 C -5.636 -0.321 1.700
26 S -5.749 -1.426 0.239
27 C -7.271 -2.316 0.380
28 S -8.319 -2.173 1.611
29 N -7.534 -3.233 -0.670
30 C -7.793 -2.977 -2.006
31 C -7.968 -4.167 -2.662
32 N -7.807 -5.203 -1.724
33 C -7.583 -4.607 -0.596
34 O -4.094 2.178 -1.894
35 B -4.686 3.453 -1.797
36 O -5.987 3.674 -1.372
37 O -3.932 4.580 -2.183
38 H 10.333 -1.926 1.164
39 H 10.657 -0.464 2.144
40 H 11.344 -0.589 0.490
41 H 9.494 0.721 -0.097
42 H 8.552 0.239 1.329
43 H 7.413 -1.369 0.158
44 H 8.904 -1.997 -0.684
45 H 7.420 -1.010 -2.335
46 H 8.792 0.175 -2.077
47 H 6.924 1.061 -0.162
48 H 7.103 1.766 -1.786
49 H 5.374 -0.646 -1.934
50 H 4.788 0.391 -0.593
51 H 4.840 2.382 -2.249
52 H 5.337 1.209 -3.529
53 H 3.265 -0.172 -3.023
54 H 2.951 1.396 -3.838
55 H 2.655 2.279 -1.298
56 H 2.357 0.544 -0.959
57 H 0.884 1.727 -3.335
58 H 0.236 0.568 -2.121
59 H 0.594 3.593 -2.104
60 H 0.644 2.840 -0.514
61 H -1.648 2.075 -2.399
62 H -1.622 3.780 -1.989
63 H -2.786 3.107 1.685
64 H -3.057 4.297 0.419
65 H 0.466 3.954 2.369
66 H -0.820 5.217 -0.422
67 H -2.012 -2.696 -0.471
68 H -3.636 -0.174 -1.735
69 H -4.822 2.554 0.920
70 H -5.542 1.314 -0.082
71 H -3.526 -0.167 1.355
72 H -4.246 1.080 2.505
73 H -6.501 0.360 1.637
74 H -5.651 -0.893 2.641
75 H -7.845 -1.998 -2.487
76 H -8.159 -4.320 -3.724
77 H -7.453 -5.212 0.304
78 H -6.580 3.919 -2.095
79 H -4.333 4.863 -3.021
80 C 2.101 2.706 4.645
81 O 1.791 2.960 3.490
82 N 1.297 2.127 5.546
83 C 1.727 1.852 6.908
84 C -0.050 1.760 5.147
85 H 3.099 2.945 5.043
86 H 1.661 0.781 7.099
87 H 1.075 2.382 7.603
88 H 2.753 2.180 7.062
89 H -0.003 1.057 4.312
90 H -0.587 2.652 4.817
91 H -0.577 1.303 5.981
92 C 2.213 -0.941 9.717
93 O 1.174 -0.414 9.362
94 N 2.566 -2.214 9.451
95 C 3.823 -2.778 9.907
96 C 1.657 -3.045 8.682
97 H 2.970 -0.396 10.305
98 H 4.408 -3.104 9.045
99 H 3.622 -3.636 10.551
100 H 4.394 -2.040 10.466
101 H 1.483 -2.589 7.706
102 H 0.702 -3.119 9.205
103 H 2.078 -4.039 8.551
104 C -5.551 -8.263 -5.587
105 O -5.674 -9.014 -6.534
106 N -6.210 -8.376 -4.415
107 C -6.013 -7.439 -3.324
108 C -7.145 -9.473 -4.242
109 H -4.866 -7.398 -5.616
110 H -5.650 -7.980 -2.447
111 H -6.960 -6.960 -3.083
112 H -5.286 -6.675 -3.598
113 H -6.621 -10.422 -4.366
114 H -7.926 -9.409 -5.001
115 H -7.595 -9.431 -3.252
116 C 1.274 3.609 -5.914
117 O 1.101 2.419 -5.711
118 N 2.466 4.198 -6.121
119 C 2.590 5.624 -6.359
120 C 3.669 3.380 -6.108
121 H 0.431 4.321 -5.947
122 H 3.050 5.791 -7.334
123 H 3.219 6.068 -5.584
124 H 1.613 6.104 -6.341
125 H 3.595 2.613 -6.880
126 H 3.764 2.888 -5.140
127 H 4.545 3.998 -6.291

***

# CH3NO2S

A cluster of 2 separate species, CH3NO2S in total at a distorted geometry (ωB97M-V/def2-TZVPD, OMol25).

Output
E_tot: -17498.9318 eV
energy above the lowest of the compared OMol25 structures with the same formula, charge and spin: 6.538 eV
frontier orbital gap (alpha / beta): 8.712 / 8.036 eV
HOMO level (alpha / beta): -10.602 / -9.007 eV

Positions of all 8 atoms, in Å:
1 C -0.289 -0.058 0.522
2 N -1.588 -0.403 0.118
3 O -1.724 -1.429 -0.537
4 O -2.493 0.323 0.480
5 S 0.952 -1.210 0.343
6 H 0.292 1.591 -1.120
7 H -0.183 0.760 1.213
8 H 0.166 -1.986 -0.433

***

# C2H5N2S

The ion C2H5N2S with charge +1 at a distorted geometry (ωB97M-V/def2-TZVPD, OMol25).

Output
E_tot: -15962.2865 eV
SMILES: NC(=[NH2+])C=S
charge: +1
energy above the lowest of the compared OMol25 structures with the same formula, charge and spin: 0.651 eV
frontier orbital gap: 8.570 eV
HOMO level: -13.743 eV

Positions of all 10 atoms, in Å:
1 C -0.129 1.346 0.852
2 C -0.047 -0.079 -0.188
3 N 0.552 -0.014 -1.288
4 N -0.552 -1.164 0.291
5 S 0.348 1.063 2.334
6 H -0.519 2.251 0.292
7 H 0.746 0.896 -1.787
8 H 0.929 -0.847 -1.640
9 H -0.818 -1.399 1.265
10 H -0.510 -2.054 -0.131

***

# C24H43BClF5INO10P2S2

A structure of composition C24H43BClF5INO10P2S2 at a distorted geometry (ωB97M-V/def2-TZVPD, OMol25).

Output
E_tot: -122674.2593 eV
frontier orbital gap: 4.575 eV
HOMO level: -6.971 eV

Positions of all 90 atoms, in Å:
1 C 2.488 -2.965 3.460
2 C 3.548 -2.329 2.482
3 C 3.263 -2.356 0.893
4 C 2.997 -3.921 0.654
5 C 2.177 -1.336 0.354
6 F 1.082 -2.020 1.049
7 N 2.325 0.098 0.875
8 C 1.004 0.472 1.432
9 C 0.488 1.895 1.867
10 C -1.047 1.688 2.379
11 C -1.270 2.429 3.798
12 O -2.231 1.673 4.587
13 C -3.581 2.086 4.279
14 C 3.186 0.980 0.004
15 C 3.052 2.520 0.061
16 C 3.169 3.262 1.581
17 C 4.706 3.734 2.032
18 O 3.863 2.519 2.675
19 B 4.812 0.785 0.331
20 O 5.807 1.730 -0.161
21 O 5.383 -0.120 1.278
22 C 3.198 0.561 -1.580
23 I 4.902 -0.855 -1.983
24 P 3.789 1.863 -2.809
25 O 2.970 3.132 -3.000
26 C 1.783 -0.087 -2.082
27 C 0.596 0.981 -1.916
28 C -0.556 1.123 -3.002
29 C -1.674 -0.029 -2.993
30 C -2.590 0.068 -1.694
31 O -3.964 -0.232 -2.037
32 C -4.551 -1.024 -1.020
33 C -5.506 -2.227 -1.487
34 O -4.414 -0.835 0.196
35 P 1.729 -0.457 -3.944
36 S 3.100 -1.373 -4.908
37 C 1.619 -1.411 -1.131
38 F 0.167 -1.505 -1.056
39 Cl 1.944 -2.903 -2.111
40 H 1.748 -3.701 3.038
41 H 1.864 -2.112 3.911
42 H 3.007 -3.442 4.361
43 H 4.495 -2.970 2.594
44 H 3.852 -1.319 2.897
45 H 4.314 -2.234 0.467
46 H 3.567 -4.232 -0.292
47 H 3.445 -4.585 1.471
48 H 1.933 -4.238 0.482
49 H 2.930 0.089 1.734
50 H 0.070 0.082 0.892
51 H 0.930 -0.060 2.454
52 H 1.039 2.204 2.824
53 H 0.427 2.710 1.093
54 H -1.796 2.021 1.596
55 H -1.149 0.573 2.624
56 H -0.329 2.461 4.429
57 H -1.679 3.477 3.643
58 H -3.918 2.819 5.091
59 H -3.638 2.564 3.250
60 H -4.322 1.217 4.309
61 H 2.037 2.948 -0.256
62 H 3.807 3.179 -0.446
63 H 2.293 4.003 1.882
64 H 4.759 4.248 3.041
65 H 5.577 3.027 1.952
66 H 6.512 1.845 0.500
67 H 5.871 0.365 1.980
68 H 5.141 2.308 -2.532
69 H 3.938 1.249 -4.114
70 H 0.005 0.946 -0.955
71 H 1.070 2.027 -1.884
72 H -0.274 1.497 -4.028
73 H -1.162 2.017 -2.591
74 H -1.266 -1.081 -3.051
75 H -2.337 0.152 -3.910
76 H -2.196 -0.676 -0.936
77 H -2.578 1.098 -1.219
78 H -6.062 -1.902 -2.417
79 H -6.247 -2.394 -0.637
80 H -4.906 -3.167 -1.685
81 H 1.719 0.867 -4.540
82 H 0.479 -1.082 -4.318
83 C -10.646 -1.635 -2.395
84 F -11.046 -1.499 -1.109
85 F -11.776 -1.766 -3.125
86 F -10.109 -0.443 -2.747
87 S -9.468 -3.053 -2.634
88 O -10.208 -4.234 -2.210
89 O -8.326 -2.740 -1.780
90 O -9.151 -3.045 -4.057

***

# C25H30MnN4O4S

A structure of composition C25H30MnN4O4S (ωB97M-V/def2-TZVPD, OMol25).

Output
E_tot: -82712.9467 eV
charge: +1
multiplicity: 5
frontier orbital gap (alpha / beta): 6.428 / 7.631 eV
<S²>: 6.07
HOMO level (alpha / beta): -9.657 / -9.848 eV

Positions of all 65 atoms, in Å:
1 Mn 0.163 -0.135 -0.554
2 C -3.731 -0.286 2.004
3 N -2.447 -0.566 2.637
4 C -2.426 -0.471 4.090
5 C -1.344 -0.654 1.911
6 O -1.375 -0.661 0.661
7 C 0.007 -0.786 2.598
8 O 0.996 -0.955 1.602
9 C 1.511 -2.259 1.418
10 C 1.201 -2.768 0.015
11 O 0.449 -2.122 -0.745
12 N 1.724 -3.928 -0.346
13 C 1.507 -4.454 -1.692
14 C 2.633 -4.669 0.526
15 H -4.475 -0.987 2.380
16 H -4.041 0.731 2.251
17 H -3.637 -0.382 0.928
18 H -3.334 -0.928 4.480
19 H -1.578 -1.000 4.515
20 H -2.386 0.575 4.399
21 H 0.225 0.133 3.151
22 H 0.006 -1.623 3.299
23 H 2.592 -2.233 1.571
24 H 1.080 -2.958 2.142
25 H 0.729 -3.881 -2.184
26 H 2.433 -4.383 -2.265
27 H 1.206 -5.498 -1.619
28 H 3.546 -4.103 0.717
29 H 2.155 -4.930 1.469
30 H 2.904 -5.591 0.022
31 O 0.444 0.108 -2.434
32 N 1.645 0.064 -3.023
33 C 1.614 0.113 -4.376
34 C 2.771 0.101 -5.098
35 C 3.987 0.045 -4.406
36 C 3.987 0.003 -3.038
37 C 2.788 0.017 -2.299
38 S 2.718 0.003 -0.591
39 H 0.620 0.167 -4.790
40 H 2.723 0.141 -6.175
41 H 4.923 0.042 -4.946
42 H 4.909 -0.029 -2.477
43 C -3.281 3.210 -2.890
44 C -2.441 4.051 -2.168
45 C -1.494 3.528 -1.305
46 C -1.386 2.146 -1.132
47 C -2.246 1.308 -1.836
48 C -3.175 1.839 -2.722
49 N -0.388 1.629 -0.284
50 C -0.274 2.125 1.023
51 C 0.974 2.207 1.640
52 C 1.075 2.610 2.966
53 C -0.056 2.964 3.687
54 C -1.301 2.920 3.063
55 C -1.415 2.493 1.751
56 H -4.011 3.623 -3.572
57 H -2.512 5.124 -2.290
58 H -0.826 4.184 -0.763
59 H -2.210 0.232 -1.699
60 H -3.826 1.172 -3.272
61 H 1.859 1.960 1.071
62 H 2.052 2.671 3.426
63 H 0.029 3.301 4.711
64 H -2.188 3.232 3.602
65 H -2.383 2.470 1.265

***

# C15H25ClF9N4O2S

A cluster of 2 separate species, C15H25ClF9N4O2S in total at a distorted geometry (ωB97M-V/def2-TZVPD, OMol25).

Output
E_tot: -73822.0906 eV
charge: +1
energy above the lowest of the compared OMol25 structures with the same formula, charge and spin: 1.416 eV
frontier orbital gap: 10.433 eV
HOMO level: -13.407 eV

Positions of all 57 atoms, in Å:
1 N -0.276 0.356 1.307
2 C -0.629 1.469 0.600
3 N -0.732 1.314 -0.740
4 C 0.364 0.465 -1.344
5 C -0.182 -0.944 -1.712
6 C 0.636 -1.571 -2.905
7 C 1.349 -2.893 -2.548
8 C 0.474 -4.158 -2.570
9 F -0.557 -3.900 -3.433
10 F 1.120 -5.167 -3.149
11 C -0.233 -4.580 -1.256
12 F -1.158 -3.699 -0.895
13 F -0.914 -5.679 -1.526
14 S 0.836 -4.933 0.245
15 F 0.654 -6.497 0.047
16 F -0.485 -4.927 1.157
17 F 1.016 -3.369 0.556
18 F 2.177 -5.022 -0.593
19 F 1.674 -5.225 1.557
20 N -0.860 2.605 1.194
21 C -1.286 3.804 0.424
22 C -2.773 3.664 -0.076
23 C -2.835 3.841 -1.628
24 C -3.459 2.579 -2.277
25 O -2.698 2.290 -3.465
26 C -0.726 2.805 2.653
27 C 0.725 2.618 3.171
28 O 1.542 3.393 2.973
29 Cl 1.060 1.150 4.119
30 H -0.596 -0.480 0.814
31 H -0.791 0.310 2.189
32 H -0.670 2.188 -1.257
33 H 0.718 0.940 -2.270
34 H 1.241 0.403 -0.687
35 H 0.040 -1.581 -0.846
36 H -1.241 -0.913 -1.984
37 H 0.059 -1.599 -3.833
38 H 1.446 -0.843 -3.095
39 H 1.899 -2.732 -1.612
40 H 2.124 -3.049 -3.314
41 H -0.571 3.938 -0.397
42 H -1.249 4.694 1.057
43 H -3.149 2.685 0.257
44 H -3.383 4.410 0.448
45 H -3.427 4.741 -1.825
46 H -1.845 3.964 -2.089
47 H -3.394 1.707 -1.609
48 H -4.495 2.782 -2.589
49 H -3.128 1.537 -3.896
50 H -1.348 2.026 3.129
51 H -1.167 3.751 2.972
52 C 4.599 0.231 4.714
53 C 5.418 0.200 5.917
54 N 6.064 0.175 6.866
55 H 3.576 -0.079 4.923
56 H 4.557 1.233 4.287
57 H 4.993 -0.437 3.948